(1)
Formula: C39H36AsBF2O2PS4Sc
Source: OMol25
Level of theory: ωB97M-V/def2-TZVPD

```
87
C39H36AsBF2O2PS4Sc, DFT ωB97M-V/def2-TZVPD
As -2.866 -4.035 -0.317
Sc 1.485 0.895 0.943
S 2.055 2.862 -0.175
S 1.832 2.034 3.306
S 0.365 5.154 0.834
S -0.604 3.775 3.393
P -0.729 0.228 -0.476
F 1.061 -0.519 4.714
F -0.767 0.265 3.378
O 3.310 0.093 0.840
O -1.048 6.429 2.716
C -5.298 -4.379 -3.730
C -5.833 -2.826 2.517
C -3.657 -2.359 3.516
C 7.513 1.169 1.931
C 6.524 0.927 -0.629
C 0.726 3.097 2.436
C -5.088 -2.275 3.554
C 7.812 1.409 -0.434
C -3.774 -3.228 1.307
C 9.683 2.026 1.131
C -2.575 3.879 -0.526
C -0.601 5.318 2.435
C 1.066 3.561 1.168
C 0.164 -0.562 -4.440
C -5.110 -2.561 -1.580
C 0.276 -0.314 -3.019
C -2.503 1.627 1.083
C -0.881 0.072 -2.297
C -2.135 0.019 -2.929
C -3.135 3.945 0.705
C -3.161 2.792 1.503
C -6.165 -3.251 -3.693
C -1.825 1.618 -0.167
C -4.459 -4.624 -2.659
C 6.034 0.821 -2.051
C -4.317 -3.718 -1.633
C 6.208 0.698 1.771
C -2.985 -2.863 2.434
C 4.388 0.043 0.097
C -1.682 -1.244 0.177
C 5.508 0.308 3.026
C -2.287 -0.314 -4.249
C -1.595 -2.514 -0.665
C -1.100 -0.561 -5.053
C -6.096 -2.392 -2.573
C -1.875 2.778 -0.995
C 8.329 1.541 0.874
C -5.175 -3.407 1.445
C 5.661 0.538 0.429
B 0.676 0.292 3.680
H 8.395 1.677 -1.280
H -2.520 4.739 -1.193
H -3.755 2.680 2.409
H 1.078 -0.739 -5.006
H -3.868 -5.558 -2.557
H -1.895 -2.954 2.479
H -3.640 4.867 1.031
H 5.581 1.164 3.701
H 4.453 0.094 2.826
H 5.809 -0.217 -2.309
H -5.638 -1.808 4.374
H -6.810 -3.057 -4.557
H -1.316 2.734 -1.935
H -1.095 -0.665 -6.111
H 7.895 1.267 2.931
H -2.702 -0.886 0.260
H -4.953 -1.878 -0.773
H -3.101 -2.093 4.428
H -5.266 -5.058 -4.613
H 4.379 -0.316 -0.894
H 10.019 2.824 0.440
H 6.803 1.177 -2.761
H 5.170 1.481 -2.229
H 9.755 2.533 2.111
H -5.729 -3.907 0.663
H -1.748 -2.384 -1.759
H -2.391 0.745 1.703
H 5.961 -0.607 3.530
H -1.269 -1.415 1.137
H -3.295 -0.435 -4.636
H -0.604 -3.009 -0.642
H 10.482 1.244 1.096
H -3.029 0.155 -2.346
H -6.846 -1.575 -2.561
H 1.246 -0.428 -2.552
H -6.904 -2.663 2.538
```

2S+1 = 1
energy above the lowest of the compared OMol25 structures with the same formula, charge and spin = 122.9 kJ/mol
electronic energy = -185403.5322 eV

---

(2)
Formula: C39H36AsGeN4O3S4W
Source: OMol25
Level of theory: ωB97M-V/def2-TZVPD

```
89
C39H36AsGeN4O3S4W, DFT ωB97M-V/def2-TZVPD
W 0.768 0.469 -0.995
As -1.293 1.872 -0.264
Ge 1.008 -2.136 -0.032
S 3.221 0.220 0.089
S 0.913 0.397 -3.509
S 2.563 1.341 -3.067
S 2.759 4.722 -0.235
O 0.569 0.027 -4.826
O -0.154 1.185 -2.684
O 0.949 -0.790 -2.477
N 2.331 1.318 2.413
N 1.438 2.311 -0.451
N 1.046 0.923 2.116
N 4.543 1.479 1.944
C -5.793 0.469 -0.449
C -2.305 2.739 3.709
C 0.723 -3.455 3.986
C -2.222 4.251 -3.541
C 3.753 -4.973 -1.262
C -3.465 -0.122 -0.330
C -2.280 -4.244 -2.686
C 4.440 -3.058 -2.535
C -0.283 3.955 3.254
C 2.651 -2.840 -0.917
C -4.802 -0.497 -0.398
C -1.298 3.594 4.134
C 3.028 -2.856 3.628
C -0.394 -0.667 0.130
C 4.563 -4.409 -2.239
C 1.428 -2.611 1.820
C 2.804 -4.195 -0.612
C -1.311 2.624 1.520
C -1.516 -3.575 -0.507
C 2.734 -2.503 2.313
C -0.279 3.455 1.958
C -2.532 -4.033 -1.335
C 0.425 -3.075 2.680
C 0.031 -3.643 -2.342
C 2.024 -3.345 4.461
C -1.720 5.506 -3.208
C -1.542 3.418 -1.389
C -4.118 2.195 -0.361
C -0.993 -4.075 -3.179
C -1.035 4.665 -1.061
C -1.130 5.711 -1.971
C -2.136 3.210 -2.633
C -5.448 1.817 -0.414
C 3.331 1.072 1.575
C -2.313 2.255 2.407
C -0.219 -3.348 -0.998
C -3.121 1.224 -0.333
C 3.489 -2.280 -1.879
C 2.002 3.338 -0.384
H -0.058 -3.840 4.632
H 0.849 0.027 2.542
H -2.539 2.242 -2.889
H -3.521 -4.208 -0.930
H -5.064 -1.547 -0.414
H -0.990 -0.821 -0.809
H 0.528 3.726 1.300
H 3.424 -1.243 -2.157
H 0.397 1.611 2.470
H 3.849 -6.025 -1.017
H 2.161 -4.649 0.139
H -1.736 -3.371 0.535
H 1.029 -3.528 -2.746
H -2.682 4.086 -4.507
H -3.095 2.450 4.392
H -0.599 -3.143 2.324
H -3.852 3.240 -0.327
H 5.313 1.336 1.315
H 4.043 -2.762 3.999
H 2.261 -3.648 5.475
H 5.283 -5.020 -2.774
H -6.835 0.177 -0.502
H -0.782 -4.270 -4.225
H 2.524 1.704 3.324
H 3.528 -2.162 1.658
H 5.072 -2.602 -3.289
H 4.703 2.001 2.790
H -1.298 3.976 5.150
H -6.219 2.579 -0.431
H -1.796 6.325 -3.915
H -3.081 -4.538 -3.353
H -2.716 -0.894 -0.248
H 0.500 4.635 3.568
H -3.106 1.593 2.088
H -0.589 4.845 -0.094
H -0.741 6.686 -1.707
```

net charge = +1
2S+1 = 1
energy above the lowest of the compared OMol25 structures with the same formula, charge and spin = 438.6 kJ/mol
electronic energy = -215642.1240 eV